Entry from the Open Molecules 2025 dataset: 3 unconnected molecules or ions with the total composition C25H41FIN3O7 (the ωB97M-V functional and the def2-TZVPD basis).

## Properties
Total charge   0
Gap between HOMO and LUMO   7.86 eV
LUMO level   -0.021 hartree
Energy above the lowest of the compared OMol25 structures with the same formula, charge and spin   181.8 kJ/mol
SMILES   Cc1c(CC(=O)I)ccc2c1C(=O)N(CCF)C2=O.COCCNCCOC.COCCNCCOC
Max |F|   2.916 eV/A
Energy   -2065.5238 hartree

Structure (XYZ):
```
78
C25H41FIN3O7 (the ωB97M-V functional and the def2-TZVPD basis)
C -3.03477 -0.90212 0.78886
C -1.93581 -0.71354 -0.29787
C -1.63154 -1.70371 -1.36418
C -2.47171 -3.03264 -1.39539
C -1.62963 -4.13025 -0.61369
O -0.60450 -4.53447 -1.06062
I -2.26772 -4.95016 1.29334
C -0.56730 -1.45225 -2.35251
C 0.27036 -0.23122 -2.32700
C -0.01217 0.71323 -1.26554
C -1.10905 0.47828 -0.28763
C -1.09724 1.74585 0.62789
O -1.96132 2.32602 1.21071
N 0.30619 2.13239 0.56000
C 1.26107 1.35461 1.37282
C 0.81371 1.10196 2.84599
F 1.09162 2.19921 3.70771
C 0.64163 2.08125 -0.86396
O 1.22846 2.87451 -1.52947
H -4.05370 -0.86484 0.32359
H -2.96535 -0.01683 1.48296
H -2.86002 -1.84863 1.37443
H -2.59978 -3.36137 -2.45430
H -3.42517 -2.82390 -0.85556
H -0.33311 -2.18543 -3.18926
H 1.07370 -0.02303 -3.06450
H 1.55066 0.36040 0.93018
H 2.21033 1.96473 1.41685
H 1.45856 0.26254 3.23932
H -0.24326 0.75202 2.96743
C -2.95284 -7.31911 -7.22874
O -2.14380 -6.53840 -8.09253
C -2.87873 -5.56481 -8.83306
C -2.53737 -4.15797 -8.36000
N -3.08292 -3.89913 -7.02837
C -2.58135 -2.66923 -6.41476
C -1.08172 -2.59163 -6.10689
O -0.65024 -3.48863 -5.09050
C -0.35020 -4.80025 -5.54536
H -2.33992 -8.13289 -6.83996
H -3.30783 -6.72546 -6.38046
H -3.80403 -7.74867 -7.76344
H -3.95597 -5.75114 -8.80153
H -2.55850 -5.66347 -9.87476
H -2.95151 -3.43185 -9.06633
H -1.44603 -4.05976 -8.36909
H -2.85437 -4.67635 -6.42210
H -3.12030 -2.55483 -5.46888
H -2.86199 -1.81894 -7.04327
H -0.88700 -1.58784 -5.71533
H -0.45885 -2.68877 -7.00252
H 0.04534 -4.80787 -6.56344
H -1.23101 -5.44061 -5.47207
H 0.40725 -5.21729 -4.87944
C 4.14758 7.67880 7.58831
O 3.37334 7.25891 6.47806
C 4.09894 6.44855 5.55376
C 3.59150 5.01282 5.58099
N 3.96682 4.34098 6.82451
C 3.29986 3.05347 7.02227
C 1.77485 3.06206 7.17375
O 1.31322 3.68795 8.36362
C 1.17490 5.09649 8.27864
H 3.56752 8.41873 8.14093
H 4.35749 6.84054 8.25991
H 5.08495 8.14041 7.26626
H 5.17854 6.49848 5.72280
H 3.90225 6.86296 4.56020
H 4.01685 4.46624 4.73362
H 2.50343 5.04206 5.45718
H 3.74023 4.94280 7.60560
H 3.72162 2.62571 7.93701
H 3.57425 2.38196 6.20306
H 1.45455 2.01823 7.24778
H 1.26411 3.46926 6.29452
H 0.89359 5.42805 7.27618
H 2.09355 5.59123 8.60082
H 0.38679 5.39555 8.97243
```